The following is a quantum chemistry calculation of a structure of composition C32H26Cl3IrNO2P2, from OMol25.

Each line ends with the natural charge from an NBO analysis.
CARTESIAN COORDINATES (ANGSTROEM)
Ir1 -0.16585 0.24268 -0.18143  0.83
C1 -0.51734 -0.79408 -3.26372  -0.79
P1 0.94695 -0.53578 -2.15500  1.05
C2 2.12597 0.42246 -3.09596  -0.44
C3 2.92029 1.36146 -2.44087  -0.12
C4 3.86389 2.08240 -3.15678  -0.21
C5 4.00461 1.87913 -4.52161  -0.15
C6 3.20175 0.95627 -5.18129  -0.19
C7 2.26174 0.22818 -4.47338  -0.19
C8 1.59316 -2.21047 -1.90434  -0.32
C9 0.95886 -3.07434 -1.00888  -0.23
C10 1.40296 -4.37900 -0.86900  -0.19
C11 2.48803 -4.82596 -1.61130  -0.16
C12 3.12832 -3.96983 -2.49503  -0.19
C13 2.68360 -2.66481 -2.64588  -0.20
C14 -1.68027 -0.99229 -2.38517  0.39
C15 -2.83078 -1.80982 -2.47099  -0.19
C16 -3.63272 -1.50532 -1.39020  -0.20
C17 -2.97014 -0.50298 -0.64338  0.38
C18 -3.35258 0.27841 0.54268  -0.79
P2 -1.81938 0.74933 1.47007  1.05
C19 -1.78393 -0.18889 3.00500  -0.42
C20 -2.89582 -0.85913 3.51354  -0.13
C21 -2.80662 -1.52733 4.72585  -0.21
C22 -1.61645 -1.52113 5.43794  -0.16
C23 -0.51320 -0.83454 4.94805  -0.18
C24 -0.59538 -0.17446 3.73433  -0.19
C25 -2.00288 2.48788 1.88735  -0.33
C26 -2.26817 2.90179 3.18960  -0.21
C27 -2.41928 4.25546 3.45828  -0.18
C28 -2.31257 5.18576 2.43599  -0.16
C29 -2.04407 4.77484 1.13464  -0.19
C30 -1.88414 3.42888 0.86048  -0.21
N1 -1.75655 -0.21906 -1.23899  -0.64
H1 -0.37364 -1.60502 -3.97392  0.29
H2 -0.66720 0.14260 -3.81709  0.31
H3 2.79949 1.54308 -1.38279  0.22
H4 4.48131 2.81192 -2.65012  0.24
H5 4.73735 2.44759 -5.07845  0.24
H6 3.31055 0.80534 -6.24665  0.24
H7 1.64456 -0.49218 -4.99812  0.22
H8 0.12384 -2.73391 -0.40764  0.21
H9 0.91012 -5.04477 -0.17331  0.23
H10 2.84050 -5.84174 -1.49234  0.24
H11 3.97788 -4.31599 -3.06786  0.24
H12 3.19963 -2.00163 -3.32765  0.23
H13 -3.03645 -2.51289 -3.26306  0.27
H14 -4.60117 -1.91889 -1.15545  0.27
H15 -4.10727 -0.21891 1.14583  0.28
H16 -3.78285 1.22758 0.19647  0.31
H17 -3.84322 -0.85606 2.99144  0.20
H18 -3.67232 -2.04255 5.11918  0.24
H19 -1.55078 -2.04556 6.38177  0.24
H20 0.40925 -0.80901 5.51272  0.24
H21 0.25551 0.38969 3.37869  0.21
H22 -2.35278 2.17932 3.99096  0.23
H23 -2.62249 4.58154 4.46923  0.24
H24 -2.43579 6.23865 2.65156  0.24
H25 -1.95216 5.50539 0.34248  0.24
H26 -1.65347 3.11157 -0.15249  0.21
Cl1 4.44794 0.96099 1.00858  0.10
C31 3.12296 0.40896 2.02907  -0.24
Cl2 3.44705 -1.18572 2.67424  0.11
Cl3 2.80562 1.56679 3.32811  0.09
C32 1.86496 0.36827 1.17279  0.74
O1 1.40942 1.36437 0.54726  -0.55
O2 1.15164 -0.67453 1.03591  -0.52

Forces on atoms 1 to 2 (eV/Å):
Ir -0.4 0.2 -0.7
C -0.1 0.0 0.1

Results
energy relative to the best compared isomer or geometry (same formula, charge and spin) = 0.0 kcal per mole
Kohn-Sham gap (alpha / beta) = 6.593 / 5.393 eV
2S+1 = 2
charge = +2
E_LUMO (alpha / beta) = -0.2807 / -0.3247 Ha
electronic energy = -98161.0616 eV



The following is a quantum chemistry calculation of a structure of composition C16H43MgN3O5 at a distorted geometry, from OMol25.

Each line ends with the natural charge from an NBO analysis.
CARTESIAN COORDINATES (ANGSTROEM)
Mg1 -0.59332 0.88325 0.46047  1.79
C1 -3.49258 1.56148 2.68790  -0.64
C2 -2.57398 2.64790 2.10752  -0.03
O1 -1.94536 2.26476 0.92266  -1.10
H1 -3.75407 1.85613 3.70421  0.19
H2 -2.97070 0.60500 2.71769  0.21
H3 -4.45311 1.42995 2.18971  0.19
H4 -1.85735 2.97258 2.86193  0.12
H5 -3.16112 3.55077 1.93960  0.13
C3 -0.11180 -1.98640 3.81264  -0.63
C4 0.49461 -0.92741 2.93173  -0.03
O2 -0.32385 -0.43175 1.91640  -1.10
H6 -0.19330 -2.92206 3.25947  0.19
H7 -1.07662 -1.65775 4.19893  0.21
H8 0.49559 -2.26121 4.67499  0.20
H9 1.33591 -1.39949 2.42433  0.11
H10 0.89461 -0.07884 3.48674  0.13
C5 1.48573 3.01777 2.12438  -0.63
C6 1.26984 3.15650 0.63072  -0.09
C7 2.29327 4.04074 -0.14590  -0.07
O3 2.18780 5.38831 0.36698  -0.54
C8 3.38752 6.15345 0.24634  -0.25
N1 1.01496 1.86952 -0.06513  -0.92
H11 0.68719 2.44967 2.60157  0.24
H12 1.53198 4.00118 2.59219  0.24
H13 2.38404 2.46351 2.39629  0.20
H14 0.28173 3.61483 0.59001  0.24
H15 2.11178 4.07808 -1.22003  0.17
H16 3.26152 3.61448 0.11656  0.16
H17 3.29849 7.09730 0.78422  0.20
H18 3.62187 6.41702 -0.78502  0.16
H19 4.26188 5.63031 0.63354  0.16
H20 1.87866 1.34598 -0.05978  0.37
H21 0.88907 2.15505 -1.02571  0.38
C9 -3.81902 -0.09342 -1.39200  -0.63
C10 -2.66088 -0.70065 -0.62946  -0.08
C11 -2.55711 -2.23375 -0.93571  -0.10
O4 -2.34725 -2.48494 -2.32938  -0.55
C12 -2.39624 -3.84738 -2.54075  -0.25
N2 -1.49161 -0.01407 -1.09425  -0.94
H22 -3.89943 0.98619 -1.26524  0.23
H23 -4.76443 -0.51082 -1.04550  0.22
H24 -3.68353 -0.18131 -2.46997  0.20
H25 -2.81765 -0.49491 0.42940  0.23
H26 -3.36248 -2.75863 -0.42193  0.19
H27 -1.67906 -2.50047 -0.34750  0.18
H28 -3.21857 -4.34889 -2.03050  0.18
H29 -1.45849 -4.35930 -2.32472  0.16
H30 -2.49857 -3.86008 -3.62586  0.19
H31 -0.92597 -0.66957 -1.61433  0.40
H32 -1.85475 0.50441 -1.88127  0.38
C13 1.08647 -1.08865 -3.24117  -0.62
C14 1.05931 -1.97756 -1.94308  -0.07
C15 2.23771 -2.98822 -2.00893  -0.07
O5 2.25646 -3.69049 -0.79685  -0.55
C16 3.12806 -4.82144 -0.82252  -0.25
N3 1.16258 -1.14981 -0.80921  -0.86
H33 0.83118 -1.70607 -4.10240  0.22
H34 2.05675 -0.61071 -3.37619  0.21
H35 0.27751 -0.36212 -3.16472  0.20
H36 0.13577 -2.55372 -1.88632  0.21
H37 3.21807 -2.55454 -2.20623  0.16
H38 2.01304 -3.67900 -2.82161  0.16
H39 4.09790 -4.50263 -1.20445  0.16
H40 2.87885 -5.57027 -1.57435  0.16
H41 3.18726 -5.34609 0.13107  0.20
H42 1.16938 -1.70719 0.03303  0.40
H43 2.07761 -0.72449 -0.76536  0.34

Forces on atoms 1 to 2 (eV/Å):
Mg -1.5 -0.7 2.8
C 0.2 0.4 0.4

Results
energy relative to the best compared isomer or geometry (same formula, charge and spin) = 0.0 kcal per mole
Kohn-Sham gap = 7.460 eV
2S+1 = 1
charge = 0
E_LUMO = 0.0051 Ha
electronic energy = -37441.8174 eV